Version a
Entry from the Open Molecules 2025 dataset: a cluster of 2 separate species, H5N3S in total (ωB97M-V with the def2-TZVPD basis set).

```
9
H5N3S (ωB97M-V with the def2-TZVPD basis set)
N -0.13 0.82 -1.42
N -0.60 1.60 -0.41
S -1.40 2.93 -0.60
H 0.05 -0.11 -1.07
H -0.64 1.05 -2.27
N -0.44 -0.89 0.53
H 0.45 -0.52 0.39
H -0.19 -1.70 0.99
H -1.13 -0.40 1.04
```

The net charge is 0. The calculation puts the HOMO energy at -8.22 eV. As for the spin multiplicity: 1.



Version b
Entry from the Open Molecules 2025 dataset: a cluster of 2 separate species, H5N3S in total (ωB97M-V with the def2-TZVPD basis set).

```
9
H5N3S (ωB97M-V with the def2-TZVPD basis set)
N -0.09 -1.43 0.12
N 0.84 1.23 0.17
N -0.31 -0.30 -0.54
S -1.75 0.44 -0.11
H 0.78 -1.94 -0.32
H -0.68 -1.85 0.74
H 1.16 0.70 0.88
H 1.67 1.45 -0.38
H -1.62 1.71 -0.56
```

The net charge is 0. The calculation puts the HOMO energy (alpha / beta) at -8.20 / -7.52 eV. As for the spin multiplicity: 1.



Most favorable first, least favorable last: version a, version b



Version a
Entry from the Open Molecules 2025 dataset: a cluster of 2 separate species, C2H7S2 in total (ωB97M-V with the def2-TZVPD basis set).

```
11
C2H7S2 (ωB97M-V with the def2-TZVPD basis set)
S 2.11 -0.33 -1.04
H 2.17 0.96 -1.40
C -0.62 0.57 2.02
C -1.23 -0.46 1.11
S -1.32 0.13 -0.61
H -1.28 1.44 2.11
H 0.32 0.90 1.60
H -0.44 0.19 3.03
H -0.63 -1.37 1.06
H -2.26 -0.72 1.40
H 0.07 -0.13 -0.80
```

The net charge is -1. The calculation puts the HOMO energy at -3.05 eV. As for the spin multiplicity: 1.



Version b
Entry from the Open Molecules 2025 dataset: a cluster of 2 separate species, C2H7S2 in total (ωB97M-V with the def2-TZVPD basis set).

```
11
C2H7S2 (ωB97M-V with the def2-TZVPD basis set)
S -1.84 3.24 1.20
H -0.66 3.47 0.51
C 1.44 -0.77 -0.86
S 0.46 -2.10 -0.06
C -0.92 -0.77 0.49
H 2.39 -1.29 -1.25
H 0.93 -0.15 -1.63
H 1.81 -0.03 -0.16
H -0.92 0.23 -0.05
H -0.73 -0.63 1.53
H -1.95 -1.21 0.27
```

The net charge is -1. The calculation puts the HOMO energy at -2.60 eV. As for the spin multiplicity: 1.



Version c
Entry from the Open Molecules 2025 dataset: a cluster of 2 separate species, C2H7S2 in total (ωB97M-V with the def2-TZVPD basis set).

```
11
C2H7S2 (ωB97M-V with the def2-TZVPD basis set)
C 0.98 -0.84 0.61
S 2.39 -0.58 -0.59
H 1.29 -1.76 1.12
H 0.11 -0.96 -0.02
H 1.00 0.03 1.25
H 2.14 0.74 -0.75
C -2.25 0.14 0.99
S -1.70 1.06 -0.40
H -1.52 0.14 1.81
H -2.46 -0.92 0.79
H -3.18 0.57 1.40
```

The net charge is -1. The calculation puts the HOMO energy at -2.24 eV. As for the spin multiplicity: 1.



Most favorable first, least favorable last: version a, version c, version b



Version a
Entry from the Open Molecules 2025 dataset: a cluster of 3 separate species, C2H10O2S2 in total (ωB97M-V with the def2-TZVPD basis set).

```
16
C2H10O2S2 (ωB97M-V with the def2-TZVPD basis set)
C -2.22 0.09 -2.14
C -1.98 -1.36 -1.70
S -0.52 -1.61 -0.62
S -0.45 -3.65 -0.15
H -2.16 0.71 -1.23
H -3.25 0.08 -2.54
H -1.55 0.52 -2.90
H -1.57 -1.84 -2.58
H -2.83 -1.82 -1.19
H -1.55 -3.81 0.60
H 2.48 -1.93 2.81
H 3.51 -2.11 3.97
O 2.66 -1.73 3.72
H 2.94 6.18 0.56
H 2.95 6.09 2.07
O 3.54 6.18 1.32
```

The net charge is -1. The calculation puts the HOMO energy (alpha / beta) at 0.40 / -4.10 eV. As for the spin multiplicity: 2.



Version b
Entry from the Open Molecules 2025 dataset: a cluster of 3 separate species, C2H10O2S2 in total (ωB97M-V with the def2-TZVPD basis set).

```
16
C2H10O2S2 (ωB97M-V with the def2-TZVPD basis set)
C 2.54 1.76 2.57
C 1.16 1.55 2.22
S 0.48 2.87 1.20
S -1.49 2.86 1.50
H 2.54 2.94 2.69
H 3.29 1.49 1.73
H 2.77 1.02 3.35
H 0.40 1.64 2.99
H 0.82 0.43 1.83
H -1.81 2.40 0.29
H -0.20 -5.75 -2.40
H -0.89 -5.23 -3.75
O -0.73 -5.03 -2.75
H -3.62 -0.60 -3.68
H -2.16 -1.02 -3.77
O -3.10 -1.33 -4.02
```

The net charge is -1. The calculation puts the HOMO energy (alpha / beta) at 0.70 / -5.22 eV. As for the spin multiplicity: 2.



Most favorable first, least favorable last: version a, version b



Version a
Entry from the Open Molecules 2025 dataset: a cluster of 2 separate species, CH3IO in total (ωB97M-V with the def2-TZVPD basis set).

```
6
CH3IO (ωB97M-V with the def2-TZVPD basis set)
C -0.25 -1.14 0.26
O -1.25 -0.48 0.03
H 0.73 -0.76 0.35
H -0.21 -2.17 0.39
I 1.11 2.56 -0.87
H -0.13 2.00 -0.16
```

The net charge is 0. The calculation puts the HOMO energy at -10.02 eV. As for the spin multiplicity: 1.



Version b
Entry from the Open Molecules 2025 dataset: a cluster of 2 separate species, CH3IO in total (ωB97M-V with the def2-TZVPD basis set).

```
6
CH3IO (ωB97M-V with the def2-TZVPD basis set)
C 1.02 0.34 1.27
O -0.52 -1.25 -0.23
I 2.58 -0.10 -0.07
H 1.09 -0.47 2.02
H 0.03 -0.58 -0.87
H 0.12 -1.76 0.28
```

The net charge is 0. The calculation puts the HOMO energy at -9.25 eV. As for the spin multiplicity: 1.



Most favorable first, least favorable last: version a, version b



Version a
Entry from the Open Molecules 2025 dataset: a cluster of 2 separate species, C8H7N in total (ωB97M-V with the def2-TZVPD basis set).

```
16
C8H7N (ωB97M-V with the def2-TZVPD basis set)
N -0.15 -1.74 -0.61
C -0.80 -1.06 0.09
C -1.76 -0.24 0.73
C -3.08 -0.25 -0.01
C -2.19 0.92 -0.18
H -1.71 -0.17 1.81
H -4.01 -0.19 0.55
H -3.16 -0.89 -0.89
H -1.78 1.04 -1.18
H -2.48 1.88 0.31
C 3.97 -0.57 0.19
C 2.98 0.14 0.08
C 1.71 0.96 -0.04
C 0.75 1.67 -0.24
H 4.88 -1.13 0.34
H -0.14 2.22 -0.39
```

The net charge is 0. The calculation puts the HOMO energy at -9.83 eV. As for the spin multiplicity: 1.



Version b
Entry from the Open Molecules 2025 dataset: the molecule C8H7N (ωB97M-V with the def2-TZVPD basis set).

```
16
C8H7N (ωB97M-V with the def2-TZVPD basis set)
N -1.47 -3.03 0.41
C -1.36 -1.89 0.45
C -1.10 -0.60 0.90
C -1.55 0.46 0.17
C -1.47 0.11 -1.28
C -0.25 -0.38 -1.63
C 0.88 -0.27 -0.78
C 1.01 -0.06 0.54
C 0.10 -0.41 1.76
H -1.32 1.46 0.57
H -2.27 0.30 -1.94
H -0.24 -0.72 -2.67
H 1.88 -0.15 -1.28
H 1.88 0.41 0.85
H 0.45 -1.31 2.32
H 0.27 0.62 2.23
```

The net charge is 0. The calculation puts the HOMO energy (alpha / beta) at -8.90 / -8.90 eV. As for the spin multiplicity: 1.



Most favorable first, least favorable last: version b, version a



Version a
Entry from the Open Molecules 2025 dataset: a cluster of 3 separate species, C2H10N2O2 in total (ωB97M-V with the def2-TZVPD basis set).

```
16
C2H10N2O2 (ωB97M-V with the def2-TZVPD basis set)
C 0.36 -1.42 0.46
N 2.46 -0.17 1.59
C 1.41 0.54 1.13
N 0.20 0.11 0.79
H -0.50 -1.80 -0.23
H 0.40 -2.19 1.28
H 1.26 -1.50 -0.24
H 2.97 0.32 2.35
H 2.13 -1.15 1.99
H 1.75 1.62 1.04
H -2.57 2.30 -0.85
H -1.56 3.40 -0.52
O -2.42 2.98 -0.09
H -2.65 -1.01 -2.55
H -1.31 -1.39 -3.03
O -1.93 -0.64 -3.13
```

The net charge is +1. The calculation puts the HOMO energy (alpha / beta) at -13.96 / -13.95 eV. As for the spin multiplicity: 2.



Version b
Entry from the Open Molecules 2025 dataset: a cluster of 3 separate species, C2H10N2O2 in total (ωB97M-V with the def2-TZVPD basis set).

```
16
C2H10N2O2 (ωB97M-V with the def2-TZVPD basis set)
C -0.94 -0.17 2.20
N -0.63 -0.05 0.81
C -0.95 1.02 0.09
N -0.26 1.42 -0.94
H -0.01 -0.52 2.70
H -1.26 0.77 2.64
H -1.68 -0.99 2.43
H 0.22 -0.63 0.55
H -1.74 1.65 0.48
H -0.73 2.25 -1.31
H 0.69 0.56 -2.50
H 1.17 -0.54 -3.44
O 1.41 0.00 -2.68
H 1.73 -0.96 -0.81
H 1.31 -2.33 -0.26
O 1.67 -1.48 0.04
```

The net charge is +1. The calculation puts the HOMO energy (alpha / beta) at -15.21 / -15.20 eV. As for the spin multiplicity: 2.



Most favorable first, least favorable last: version b, version a